Entry 1:
{
  "formula": "C9H26BrO6S",
  "method": "ωB97M-V with the def2-TZVPD basis set",
  "symbols": ["Br", "C", "C", "O", "H", "H", "H", "H", "H", "H", "C", "C", "O", "H", "H", "H", "H", "H", "H", "C", "C", "O", "H", "H", "H", "H", "H", "H", "O", "S", "O", "O", "C", "C", "C", "H", "H", "H", "H", "H", "H", "H", "H"],
  "positions_angstrom": [[-0.316, -0.173, 0.485], [-2.598, 1.655, -0.267], [-1.470, 2.676, -0.036], [-0.734, 2.445, 1.120], [-3.311, 1.630, 0.556], [-2.218, 0.635, -0.216], [-3.049, 1.792, -1.250], [-1.828, 3.706, -0.034], [-0.777, 2.626, -0.876], [-0.454, 1.527, 1.153], [-0.828, -3.355, 0.416], [-0.269, -3.117, 1.808], [0.707, -2.115, 1.675], [-1.167, -2.420, -0.029], [-1.635, -4.072, 0.266], [0.015, -3.750, -0.151], [-0.075, -4.068, 2.304], [-1.005, -2.614, 2.435], [0.318, -1.337, 1.269], [-1.291, 0.334, 4.213], [-1.111, -0.967, 3.424], [-1.832, -0.930, 2.250], [-1.124, 1.092, 3.447], [-0.614, 0.567, 5.035], [-2.320, 0.473, 4.544], [-1.458, -1.870, 3.925], [-0.099, -1.296, 3.191], [-1.262, -0.754, 1.498], [-0.265, 1.978, -2.520], [0.785, 1.018, -2.362], [0.607, -0.389, -2.679], [2.094, 1.579, -3.217], [2.564, 0.957, -4.391], [3.504, -0.086, -3.853], [1.473, 1.293, -0.691], [3.021, 1.761, -4.966], [1.779, 0.458, -4.960], [3.117, -1.056, -3.539], [4.076, 0.357, -3.038], [4.320, -0.275, -4.551], [0.703, 0.892, -0.031], [1.575, 2.377, -0.659], [2.454, 0.818, -0.699]],
  "e_lumo_ev": 2.89,
  "orbital_gap_ev": 7.49,
  "max_force_ha_per_bohr": 0.1218,
  "de_lowest_ev": 8.002,
  "spin_multiplicity": 1,
  "charge": -1,
  "homo_energy_ev": -4.60
}

=====

Entry 2:
{
  "formula": "C49H84O21",
  "method": "ωB97M-V with the def2-TZVPD basis set",
  "symbols": ["C", "C", "O", "C", "H", "H", "H", "H", "H", "H", "C", "C", "O", "C", "H", "H", "H", "H", "H", "H", "C", "C", "O", "C", "H", "H", "H", "H", "H", "H", "C", "C", "O", "C", "H", "H", "H", "H", "H", "H", "C", "C", "O", "C", "H", "H", "H", "H", "H", "H", "C", "C", "O", "C", "H", "H", "H", "H", "H", "H", "C", "C", "O", "C", "H", "H", "H", "H", "H", "H", "O", "C", "O", "C", "C", "C", "H", "H", "H", "H", "H", "H", "O", "C", "O", "C", "C", "C", "H", "H", "H", "H", "H", "H", "O", "C", "O", "C", "C", "C", "H", "H", "H", "H", "H", "H", "O", "C", "O", "C", "C", "C", "H", "H", "H", "H", "H", "H", "O", "C", "O", "C", "C", "C", "H", "H", "H", "H", "H", "H", "O", "C", "O", "C", "C", "C", "H", "H", "H", "H", "H", "H", "O", "C", "O", "C", "C", "C", "H", "H", "H", "H", "H", "H"],
  "positions_angstrom": [[13.316, 9.391, 15.203], [13.067, 10.889, 15.201], [12.041, 11.330, 14.743], [14.214, 11.775, 15.667], [13.554, 9.142, 14.166], [12.337, 8.947, 15.440], [14.108, 9.034, 15.867], [13.796, 12.770, 15.819], [14.954, 11.875, 14.841], [14.769, 11.323, 16.487], [16.560, 14.514, 16.684], [17.197, 15.893, 16.727], [16.668, 16.893, 17.179], [18.573, 16.034, 16.054], [17.341, 13.771, 16.892], [16.181, 14.326, 15.687], [15.774, 14.462, 17.412], [18.874, 17.062, 16.080], [18.454, 15.734, 15.003], [19.314, 15.334, 16.411], [18.940, 15.103, 12.083], [19.623, 16.337, 11.419], [20.381, 16.235, 10.471], [19.266, 17.674, 11.951], [19.023, 14.266, 11.384], [17.898, 15.179, 12.429], [19.530, 14.866, 12.954], [18.379, 18.083, 11.459], [20.057, 18.399, 11.670], [19.098, 17.677, 13.038], [15.611, 13.070, 11.815], [14.898, 14.299, 12.443], [14.943, 14.695, 13.583], [14.027, 15.089, 11.431], [14.879, 12.248, 11.784], [16.482, 12.773, 12.441], [15.983, 13.199, 10.788], [14.610, 15.484, 10.613], [13.536, 15.930, 11.900], [13.289, 14.416, 11.007], [9.989, 13.764, 15.757], [10.362, 14.738, 14.663], [9.721, 15.732, 14.467], [11.532, 14.355, 13.781], [9.596, 12.822, 15.323], [9.202, 14.270, 16.322], [10.843, 13.437, 16.324], [11.531, 15.005, 12.909], [11.582, 13.277, 13.613], [12.484, 14.536, 14.309], [19.616, 11.562, 12.815], [18.952, 11.980, 14.094], [19.251, 12.951, 14.760], [17.929, 11.071, 14.700], [20.029, 10.555, 12.918], [20.347, 12.272, 12.485], [18.797, 11.472, 12.097], [17.318, 11.590, 15.436], [18.483, 10.210, 15.093], [17.314, 10.632, 13.889], [17.183, 16.018, 8.537], [16.393, 17.033, 7.793], [16.741, 18.176, 7.620], [15.049, 16.592, 7.327], [16.937, 16.189, 9.585], [18.254, 16.216, 8.426], [16.986, 14.971, 8.269], [14.499, 16.621, 8.257], [15.003, 15.537, 7.025], [14.656, 17.262, 6.586], [13.052, 14.865, 16.799], [12.817, 16.019, 16.656], [11.711, 16.569, 17.218], [11.492, 17.918, 16.661], [12.839, 18.399, 16.089], [13.575, 17.038, 15.810], [11.083, 18.552, 17.453], [10.741, 17.841, 15.889], [13.516, 18.979, 16.711], [12.731, 19.024, 15.190], [14.635, 16.947, 16.046], [13.461, 16.537, 14.835], [17.665, 7.877, 9.542], [16.795, 8.283, 10.275], [15.780, 7.456, 10.667], [14.932, 8.122, 11.587], [15.211, 9.645, 11.389], [16.694, 9.591, 10.909], [15.136, 7.773, 12.621], [13.897, 7.828, 11.329], [15.004, 10.371, 12.169], [14.557, 10.021, 10.587], [17.329, 9.542, 11.790], [17.097, 10.400, 10.269], [7.682, 19.141, 11.557], [8.748, 18.580, 11.744], [9.440, 18.066, 10.693], [10.615, 17.447, 11.229], [10.976, 18.229, 12.472], [9.565, 18.616, 13.017], [11.378, 17.574, 10.459], [10.566, 16.361, 11.454], [11.572, 19.107, 12.234], [11.481, 17.668, 13.254], [9.520, 19.606, 13.469], [9.210, 17.888, 13.744], [12.090, 15.081, 8.390], [11.230, 15.807, 7.932], [9.948, 15.799, 8.411], [9.125, 16.772, 7.798], [10.136, 17.783, 7.124], [11.315, 16.848, 6.830], [8.573, 17.239, 8.609], [8.459, 16.306, 7.042], [10.480, 18.583, 7.763], [9.728, 18.167, 6.190], [12.305, 17.283, 6.871], [11.256, 16.349, 5.877], [18.507, 12.439, 9.827], [19.445, 12.234, 9.109], [19.580, 11.136, 8.393], [20.796, 11.198, 7.630], [21.690, 12.229, 8.389], [20.639, 13.191, 8.964], [20.574, 11.471, 6.581], [21.127, 10.165, 7.684], [22.421, 12.754, 7.768], [22.289, 11.794, 9.188], [20.364, 14.047, 8.323], [20.886, 13.680, 9.905], [14.539, 18.077, 10.315], [14.251, 19.205, 9.960], [13.019, 19.721, 10.117], [13.037, 21.079, 9.796], [14.488, 21.579, 9.901], [15.197, 20.292, 9.442], [12.311, 21.513, 10.458], [12.717, 21.213, 8.780], [14.760, 21.822, 10.925], [14.742, 22.327, 9.139], [16.225, 20.135, 9.747], [15.194, 20.239, 8.332], [11.095, 8.656, 10.858], [11.041, 9.818, 10.525], [12.125, 10.584, 10.573], [11.854, 11.921, 10.088], [10.662, 11.727, 9.179], [9.913, 10.565, 9.865], [12.731, 12.353, 9.611], [11.542, 12.546, 10.939], [11.067, 11.483, 8.201], [9.997, 12.572, 9.030], [9.419, 9.816, 9.237], [9.146, 10.952, 10.512]],
  "e_lumo_ev": 0.29,
  "orbital_gap_ev": 9.69,
  "max_force_ha_per_bohr": 0.0589,
  "spin_multiplicity": 1,
  "homo_energy_ev": -9.40
}

=====

Entry 3:
{
  "formula": "C40H36AsBeN4OPS5",
  "method": "ωB97M-V with the def2-TZVPD basis set",
  "symbols": ["Be", "O", "C", "S", "C", "C", "S", "S", "S", "N", "C", "C", "C", "C", "C", "N", "H", "H", "H", "H", "H", "H", "N", "C", "S", "C", "C", "C", "N", "C", "C", "H", "H", "H", "H", "H", "H", "C", "C", "As", "C", "C", "C", "C", "C", "C", "C", "C", "C", "C", "C", "C", "P", "C", "C", "C", "C", "C", "C", "C", "C", "C", "C", "C", "C", "H", "H", "H", "H", "H", "H", "H", "H", "H", "H", "H", "H", "H", "H", "H", "H", "H", "H", "H", "H", "H", "H", "H", "H"],
  "positions_angstrom": [[0.674, 3.689, 0.654], [-0.078, 4.422, 7.044], [0.022, 4.300, 5.853], [0.752, 5.520, 4.791], [0.551, 4.638, 3.292], [-0.036, 3.433, 3.371], [-0.298, 2.401, 1.974], [-0.533, 2.875, 4.954], [1.088, 5.368, 1.792], [-2.199, 3.448, -0.410], [-1.316, 3.959, -1.281], [-1.724, 4.320, -2.587], [-0.844, 4.947, -3.421], [0.453, 5.234, -2.973], [0.792, 4.820, -1.716], [-0.042, 4.153, -0.887], [-3.085, 3.121, -0.752], [-1.867, 3.111, 0.492], [-2.741, 4.113, -2.890], [-1.156, 5.235, -4.417], [1.168, 5.760, -3.587], [1.781, 5.009, -1.316], [6.724, 0.746, 0.495], [5.633, 0.334, -0.167], [5.561, -1.059, -1.032], [4.453, 1.234, -0.029], [3.630, 1.480, -1.117], [2.521, 2.283, -0.943], [2.206, 2.836, 0.231], [3.001, 2.605, 1.282], [4.130, 1.815, 1.194], [7.561, 0.190, 0.443], [6.772, 1.663, 0.906], [3.836, 1.028, -2.077], [1.845, 2.473, -1.766], [2.694, 3.064, 2.214], [4.718, 1.629, 2.082], [0.277, -0.873, 0.273], [-0.035, -2.330, -0.039], [0.491, -3.495, 1.468], [-0.806, -2.846, 2.778], [-0.446, -2.901, 4.121], [-1.303, -2.430, 5.107], [-2.529, -1.885, 4.759], [-2.896, -1.818, 3.421], [-2.041, -2.297, 2.439], [-0.402, -5.111, 0.814], [0.343, -5.954, -0.007], [-0.226, -7.096, -0.556], [-1.547, -7.414, -0.276], [-2.292, -6.588, 0.553], [-1.725, -5.442, 1.094], [-0.356, 0.431, -0.869], [-2.069, -0.164, -1.130], [-2.983, 0.153, -0.122], [-4.301, -0.273, -0.200], [-4.728, -1.012, -1.295], [-3.829, -1.328, -2.304], [-2.507, -0.910, -2.221], [0.464, 0.082, -2.464], [0.015, 0.797, -3.580], [0.668, 0.701, -4.798], [1.801, -0.096, -4.920], [2.272, -0.788, -3.816], [1.608, -0.700, -2.597], [1.353, -0.704, 0.390], [-0.151, -0.588, 1.241], [0.511, -2.693, -0.910], [-1.094, -2.476, -0.255], [0.521, -3.305, 4.400], [-1.005, -2.476, 6.147], [-3.193, -1.507, 5.525], [-3.850, -1.388, 3.138], [-2.350, -2.230, 1.403], [1.381, -5.722, -0.217], [0.365, -7.741, -1.194], [-1.992, -8.307, -0.697], [-3.321, -6.836, 0.784], [-2.316, -4.813, 1.747], [-2.650, 0.724, 0.741], [-4.995, -0.027, 0.595], [-5.757, -1.343, -1.361], [-4.154, -1.912, -3.156], [-1.811, -1.178, -3.006], [-0.854, 1.442, -3.489], [0.299, 1.257, -5.651], [2.317, -0.168, -5.869], [3.169, -1.391, -3.889], [2.016, -1.227, -1.744]],
  "e_lumo_ev": -0.86,
  "orbital_gap_ev": 5.86,
  "max_force_ha_per_bohr": 0.0020,
  "spin_multiplicity": 1,
  "homo_energy_ev": -6.71
}